Formula: C20H77IO34
Source: the Open Molecules 2025 dataset
Level of theory: ωB97M-V/def2-TZVPD

Geometry as XYZ:
```
132
Properties=species:S:1:pos:R:3:forces:R:3:mulliken_charge:R:1
C 7.0591 -2.1951 2.4262 0.222 0.000 -0.528 -1.070
C 6.8676 -0.7650 1.9358 -0.552 -0.455 -0.301 -0.424
O 5.8279 -0.6972 0.9340 0.797 -0.052 -0.216 0.322
C 6.3806 -1.0579 -0.3167 -0.893 -0.322 -0.211 -1.071
C 5.2539 -1.2107 -1.3718 -0.027 0.288 0.833 -0.415
O 4.0035 -0.8177 -0.8056 -0.153 0.467 -0.220 -0.158
C 2.9798 -0.7214 -1.7922 0.560 -0.406 -0.207 -1.303
C 1.7675 -1.4605 -1.3127 -0.343 0.021 0.038 1.035
C 0.4847 -1.1446 -1.5649 0.862 0.228 -0.135 1.026
C 0.0960 0.0691 -2.3794 -0.135 -0.400 0.196 -1.628
C 0.3880 1.3703 -1.6156 -0.192 0.379 0.211 0.137
C -0.8715 1.8925 -0.9289 -0.036 -0.040 -0.650 -0.882
O -0.5686 3.0872 -0.1888 0.650 -0.067 0.290 -0.405
C -0.1036 2.8791 1.0691 -0.376 -0.003 0.321 0.732
C 1.2353 3.4735 1.3805 0.056 -0.173 0.168 -0.793
O -0.7619 2.2881 1.8987 0.378 0.148 -0.412 -0.672
C -0.5511 -2.0568 -1.0162 0.553 0.218 0.510 -0.717
O -1.5756 -2.3032 -1.5966 -0.766 0.073 -0.254 -0.657
C -0.2560 -2.6326 0.3423 0.870 -0.192 0.476 1.630
C -1.4131 -2.8401 1.2771 -0.783 -0.064 -0.428 -1.500
C -1.5240 -4.2450 1.8315 0.190 -0.152 -0.130 -0.265
O -1.9590 -5.1490 1.1640 -0.064 -0.077 0.004 -0.476
C 1.0363 -2.9102 0.6013 -0.713 -0.084 0.243 0.901
C 1.5966 -3.4366 1.9036 0.809 0.104 -0.338 0.240
C 1.4659 -2.3617 2.9608 0.536 -0.148 -0.331 0.171
O 0.5720 -2.2336 3.7029 -1.071 0.029 0.802 -0.511
I 3.1129 -0.9559 3.0415 -0.105 0.088 -0.386 0.135
C 2.0299 -2.6768 -0.4850 -0.088 0.179 -0.121 -0.087
O 2.9570 -3.4308 -0.6697 0.100 0.055 0.061 -0.672
H 6.9991 -2.9292 1.6256 0.206 0.171 -0.210 0.287
H 8.0470 -2.2790 2.8893 -0.152 -0.065 0.180 0.432
H 6.2811 -2.4349 3.1483 0.634 -0.214 -0.813 0.236
H 7.7792 -0.3488 1.4909 0.029 0.125 0.241 0.264
H 6.5175 -0.1423 2.7601 0.226 0.147 -0.067 0.327
H 7.0889 -0.2987 -0.6841 0.083 -0.029 0.267 0.004
H 6.9007 -2.0188 -0.2450 0.164 0.175 0.017 0.538
H 5.5081 -0.5546 -2.2011 -0.243 -0.270 -0.217 0.434
H 5.1667 -2.2579 -1.6740 0.060 0.105 -0.262 0.419
H 2.7815 0.3247 -2.0164 -0.171 0.040 0.018 0.229
H 3.3318 -1.1788 -2.7294 -0.124 -0.022 0.049 0.405
H 0.6356 0.0325 -3.3284 -0.123 0.143 0.037 0.659
H -0.9773 0.0157 -2.5916 0.138 -0.019 -0.199 0.379
H 1.1905 1.2549 -0.8817 -0.058 -0.173 -0.061 0.419
H 0.7330 2.1443 -2.2988 -0.105 -0.110 -0.038 -0.093
H -1.3324 1.1391 -0.2858 -0.109 0.117 0.027 0.297
H -1.5677 2.2117 -1.7029 -0.267 -0.231 0.247 0.421
H 1.6482 2.9370 2.2353 -0.051 0.086 -0.029 0.399
H 1.1293 4.5188 1.6737 0.017 -0.013 -0.179 0.338
H 1.9353 3.3998 0.5474 -0.213 0.125 -0.029 0.121
H -1.4724 -2.0927 2.0688 0.303 -0.030 0.027 0.244
H -2.3265 -2.7220 0.6823 0.099 0.052 0.066 0.664
H -1.1802 -4.4483 2.8591 -0.059 0.191 0.081 0.450
H 1.1707 -4.3778 2.2493 -0.316 0.135 0.057 0.534
H 2.6705 -3.5850 1.7588 -0.274 -0.076 -0.124 -1.034
O -4.0423 2.5774 -1.7656 0.491 0.044 0.332 -0.537
H -3.8334 3.4471 -1.4095 -0.019 0.023 -0.031 0.291
H -4.8713 2.3406 -1.3303 -0.176 0.017 -0.423 0.272
O -6.7930 2.8035 -2.0956 -0.192 0.032 0.110 -0.598
H -6.6113 3.7430 -2.2676 -0.133 0.019 0.072 0.367
H -6.9828 2.4372 -2.9636 0.023 -0.153 0.050 0.302
O 3.4080 5.5212 1.9940 -0.292 0.264 -0.156 -0.543
H 3.5730 5.9735 2.8272 0.069 -0.084 0.022 0.286
H 4.1907 5.7198 1.4714 0.078 -0.072 0.116 0.273
O 5.8386 4.2173 2.8256 0.190 0.023 -0.063 -0.630
H 5.3593 3.7456 3.5131 -0.008 -0.014 -0.043 0.304
H 5.6211 3.7434 2.0127 0.045 -0.202 0.069 0.282
O -4.2763 -1.1289 -2.7325 -0.004 -0.063 0.077 -0.657
H -3.4190 -1.4023 -2.3879 0.020 -0.040 -0.020 0.347
H -4.7930 -0.9314 -1.9431 0.020 0.101 0.048 0.312
O -6.8109 5.6227 -2.3081 0.017 -0.439 -0.039 -0.681
H -6.4946 6.3596 -2.8398 -0.052 0.032 0.006 0.307
H -7.3815 6.0410 -1.6584 0.118 0.059 0.072 0.268
O -5.2262 -0.0234 0.5584 -0.066 0.133 -0.178 -0.498
H -4.4403 0.2859 1.0251 0.148 -0.074 0.152 0.164
H -5.8107 0.7434 0.5617 0.014 0.043 0.048 0.333
O -2.2072 -4.2878 -3.7775 0.091 -0.026 -0.048 -0.644
H -1.8270 -3.4644 -3.4539 -0.084 -0.004 0.032 0.369
H -2.9077 -4.4825 -3.1480 -0.005 0.002 -0.022 0.298
O 5.7430 2.1410 0.2270 -0.168 0.432 -0.432 -0.336
H 6.5414 2.1810 -0.3120 0.070 -0.149 0.130 0.220
H 5.2988 1.3291 -0.0620 0.016 -0.136 0.411 0.144
O 6.1064 -1.7116 4.7608 -0.491 0.399 1.525 -0.529
H 5.2386 -1.2908 4.7474 0.010 -0.059 0.113 0.144
H 6.1625 -2.1380 5.6251 0.169 0.151 0.165 0.237
O 6.7483 3.2544 -2.4437 -0.024 0.214 -0.002 -0.571
H 7.0395 4.0260 -2.9432 -0.021 -0.018 -0.021 0.293
H 6.2343 3.6273 -1.7182 -0.034 -0.069 0.006 0.258
O -2.9222 0.8202 2.5325 -0.403 -0.252 0.133 -0.574
H -2.5166 0.6669 3.3932 -0.009 0.001 -0.073 0.250
H -2.3854 1.5340 2.1572 0.229 -0.035 -0.094 0.412
O 9.4994 2.0229 -2.8742 0.009 0.007 -0.109 -0.630
H 8.6326 2.3983 -3.0692 0.019 -0.139 0.172 0.340
H 9.3619 1.5236 -2.0639 0.011 0.011 -0.005 0.304
O -8.2518 -0.0533 0.4746 0.034 0.199 -0.136 -0.659
H -7.3855 -0.4699 0.3930 -0.087 -0.220 0.089 0.360
H -8.2788 0.5752 -0.2571 0.091 0.027 -0.019 0.339
O 7.3858 -2.1435 7.6740 -0.085 -0.026 0.060 -0.563
H 8.2807 -2.3845 7.9323 0.007 -0.009 -0.084 0.290
H 6.9343 -1.9613 8.5041 -0.009 0.006 -0.023 0.292
O -3.8936 -6.9515 -0.8841 -0.064 0.045 0.231 -0.692
H -3.1334 -6.7503 -0.3223 0.005 0.049 -0.025 0.369
H -4.3559 -6.1095 -0.9593 0.023 0.003 -0.054 0.316
O 4.8990 -4.0316 1.8101 -0.285 -0.293 -0.096 -0.513
H 4.2864 -4.4936 2.3919 0.206 -0.138 0.029 0.236
H 4.6259 -4.2878 0.9197 -0.049 0.068 -0.034 0.228
O 3.0372 2.6207 -2.4010 0.253 0.268 0.119 -0.609
H 3.6966 2.9039 -1.7550 0.043 -0.136 -0.051 0.250
H 2.5044 3.4086 -2.5533 0.007 -0.016 -0.040 0.313
O -6.4903 8.2245 -1.6389 -0.076 0.366 0.105 -0.554
H -5.9103 8.5404 -0.9384 0.024 -0.065 -0.015 0.280
H -7.0340 8.9868 -1.8660 0.018 -0.031 -0.071 0.291
O 6.6073 -1.4479 -3.8788 0.270 -0.151 -0.317 -0.564
H 7.4288 -1.4385 -4.3826 -0.014 0.064 0.011 0.265
H 6.1410 -2.2267 -4.2013 -0.021 0.019 0.034 0.288
O -3.7988 -2.1113 3.0616 -0.015 -0.043 0.298 -0.530
H -4.3827 -2.3771 3.7829 0.026 0.050 0.024 0.294
H -3.9243 -1.1561 2.9926 0.005 -0.018 -0.254 0.249
O -9.5270 0.5719 -2.2111 -0.464 0.143 0.020 -0.697
H -9.9583 0.1550 -1.4529 0.144 -0.153 -0.002 0.347
H -10.0222 0.2495 -2.9722 0.166 -0.150 -0.043 0.307
O -8.4285 7.0036 -4.4388 -0.099 0.119 -0.086 -0.607
H -9.1015 6.6056 -3.8780 0.080 -0.069 0.030 0.317
H -8.6299 6.6799 -5.3224 0.043 0.031 -0.002 0.302
O -5.9947 -4.0160 2.9143 0.138 -0.112 -0.027 -0.635
H -6.1706 -4.8359 2.4403 -0.076 -0.017 0.082 0.322
H -5.1404 -3.7188 2.5793 -0.087 0.086 -0.188 0.339
O -6.3425 -7.9508 0.6415 0.028 0.032 0.055 -0.637
H -6.5762 -8.7714 0.1986 -0.019 0.020 0.010 0.300
H -5.4718 -7.7256 0.2858 0.088 -0.017 -0.131 0.380
O -12.2267 2.2075 -2.1022 -0.019 -0.049 -0.106 -0.623
H -11.3604 1.7913 -2.1920 0.141 0.134 0.104 0.351
H -12.2706 2.8353 -2.8293 -0.024 0.000 0.033 0.313
```
Positions in Å, forces in eV/Å.

Computed properties:
* 2S+1: 1
* total energy: -3664.0198 hartree

---

Formula: C52H54CaClF3I2N4
Source: the Open Molecules 2025 dataset
Level of theory: ωB97M-V/def2-TZVPD

Geometry as XYZ:
```
117
Properties=species:S:1:pos:R:3:forces:R:3:mulliken_charge:R:1
Ca -0.2559 1.2567 0.9333 0.497 -0.459 0.367 1.428
C 0.9293 2.4406 7.1968 0.654 3.351 1.698 -1.165
C 1.1117 3.6675 6.2832 0.918 -0.803 -0.523 -1.223
C 0.3430 3.5695 5.0289 -0.151 -1.686 -1.866 0.202
C -0.8798 4.0545 4.6770 1.141 0.651 0.414 0.384
C -1.6711 5.0727 5.4598 -1.602 0.592 -1.301 -0.604
C -2.9044 4.3558 6.0526 0.111 -0.851 -1.021 -1.043
C -1.2885 3.4206 3.3965 0.596 -0.682 0.020 0.256
N -0.3216 2.5542 3.0139 0.580 -0.707 0.085 -0.243
C 0.7292 2.5219 3.9469 -4.227 3.431 -0.011 -0.104
C 1.7957 1.7485 3.8865 5.284 -2.584 1.647 -0.021
C 2.0846 0.4717 3.2681 -1.138 -0.312 -1.877 0.148
C 3.2799 -0.4063 3.4283 -1.139 1.743 -0.570 -0.190
C 4.5034 -0.0529 4.2157 -0.567 -1.157 0.379 -1.107
C 4.4003 -0.8006 5.5526 0.328 2.116 0.562 -0.852
C 3.0287 -1.4797 2.6417 -0.317 0.221 -1.749 0.823
C 1.7388 -1.2472 1.9550 0.979 -2.116 0.076 0.538
C 1.1151 -2.1346 1.0848 0.916 -0.674 -0.661 -0.144
C -0.1504 -2.0359 0.4405 0.824 2.457 1.711 -0.765
N -1.0194 -0.9701 0.6780 0.173 0.372 0.555 -0.743
C -2.0855 -1.0979 -0.1350 -0.658 -0.133 -1.001 -0.053
C -3.2395 -0.1772 -0.3057 1.732 0.380 1.423 0.064
C -3.3976 1.0135 0.3824 0.320 -0.678 -1.230 0.336
N -2.4959 1.5345 1.3034 -1.393 0.444 -0.235 -0.745
C -3.0205 2.7269 1.6677 1.013 -0.016 1.130 0.533
C -2.4933 3.5879 2.6878 -0.833 1.082 0.246 -0.511
C -4.2277 2.9999 0.9248 -0.291 0.254 -0.894 0.482
C -4.4770 1.9726 0.0589 0.349 -0.056 0.508 -0.201
C -5.5955 1.7846 -0.9937 0.420 1.759 1.629 -1.131
C -6.6543 0.7850 -0.4785 -0.581 2.313 0.197 -1.138
C -4.9071 4.3022 1.0008 -0.224 1.742 0.712 -0.967
C -5.9747 4.3670 2.1049 -0.799 -0.666 0.853 -1.035
C -1.9162 -2.2455 -0.9628 0.914 -0.187 -0.341 -0.076
C -0.6140 -2.8158 -0.5724 -3.979 -2.525 -3.343 1.616
C -0.0958 -4.1782 -1.1229 -1.161 -0.906 3.004 -0.831
C 0.9496 -4.0952 -2.1349 2.234 0.511 0.901 -1.033
C -2.8929 -2.5398 -2.1406 2.206 -0.227 0.499 -1.032
C -2.5756 -1.7794 -3.4142 -0.630 1.423 1.023 -1.034
N 1.2353 -0.1007 2.3456 -0.329 3.238 1.771 -0.680
C 3.9321 -2.6371 2.4172 0.777 -0.031 1.669 -0.923
C 3.3763 -3.8219 3.2123 -0.941 -1.770 -1.363 -1.127
H 1.5997 2.5743 8.0684 -0.107 -0.276 -0.414 0.353
H 1.1196 1.5404 6.7445 0.222 -2.124 -1.189 0.370
H -0.0423 2.5427 7.6119 -1.142 -0.586 0.250 0.275
H 2.1726 3.7621 6.0496 0.179 -0.048 -0.196 0.346
H 0.8800 4.5680 6.7859 -0.468 0.938 0.835 0.555
H -2.0669 5.8811 4.7005 0.912 -1.207 1.533 0.246
H -1.1377 5.5352 6.2990 0.273 0.089 -0.599 0.309
H -3.3049 3.7262 5.2169 0.228 0.091 1.011 0.268
H -3.7271 5.0056 6.3133 -0.028 0.408 0.456 0.356
H -2.5765 3.7322 6.9084 -0.462 0.212 -0.498 0.273
H 2.7498 1.9578 4.5479 -2.382 0.163 -0.742 -0.253
H 4.5676 1.0099 4.4438 0.027 0.049 -0.331 0.466
H 5.3959 -0.3723 3.6738 0.075 0.208 -0.012 0.363
H 3.5180 -0.4137 6.0514 -0.629 -0.386 -0.049 0.208
H 5.1604 -0.3868 6.2315 0.405 -0.969 -0.133 0.382
H 4.3359 -1.8637 5.4357 0.267 -0.494 0.202 0.227
H 1.8007 -2.9785 0.7789 -1.122 0.683 0.331 0.266
H -4.0153 -0.3291 -1.0455 0.298 -0.592 -0.068 0.235
H -3.1395 4.4873 3.0064 1.059 -1.589 -0.605 -0.063
H -5.1819 1.5849 -1.9701 0.285 -0.748 -0.215 0.447
H -6.0656 2.8021 -1.1711 0.287 -1.050 0.431 0.317
H -6.1999 -0.0257 0.0500 0.208 -0.989 -0.386 0.360
H -7.3019 0.5894 -1.3476 -0.069 -0.641 0.749 0.335
H -7.2209 1.3141 0.3542 0.307 -0.531 -1.179 0.293
H -5.3204 4.5603 0.0339 -0.323 -0.016 -0.234 0.421
H -4.1934 5.1301 1.2363 -0.225 -0.718 -0.415 0.378
H -6.4498 3.3628 2.1939 0.167 0.632 0.004 0.237
H -6.8050 5.0940 1.9746 0.663 -0.235 -0.258 0.369
H -5.5317 4.5815 3.1052 -0.152 -0.195 -0.685 0.233
H -0.9313 -4.7934 -1.4871 -0.126 0.391 0.071 0.419
H 0.3371 -4.8431 -0.2871 -0.743 1.185 -0.654 0.289
H 0.5793 -3.6139 -2.9720 -0.564 0.801 -2.110 0.295
H 1.4087 -5.0612 -2.3682 -0.036 0.220 -0.073 0.372
H 1.6837 -3.3906 -1.6941 0.254 -0.538 -0.571 0.216
H -3.9143 -2.2766 -2.0174 -0.975 -0.468 1.301 0.504
H -2.7055 -3.5840 -2.3391 -0.795 -0.638 -0.207 0.262
H -2.3092 -0.7453 -3.1782 -0.302 0.114 -0.087 0.194
H -3.3656 -1.8128 -4.1550 -0.285 -0.026 -0.062 0.383
H -1.7265 -2.1783 -3.8130 2.444 -1.037 -1.482 0.364
H 4.8393 -2.3195 2.9585 0.195 -0.374 -0.499 0.232
H 4.2561 -2.9225 1.3988 -0.684 0.406 0.308 0.434
H 3.5866 -3.8356 4.2529 0.468 0.506 0.993 0.341
H 3.7911 -4.7902 2.8341 -0.421 0.594 0.156 0.310
H 2.2563 -3.8706 3.1703 0.940 -0.040 -0.304 0.257
I 0.5070 1.6546 -2.2475 -0.075 0.058 0.723 -0.199
I 3.6027 0.4006 14.2223 0.016 0.005 0.045 -1.000
F 7.5671 -5.7505 -6.4207 -0.386 -0.266 0.382 -0.272
C 6.9571 -5.3788 -5.2710 -2.834 1.447 -1.065 0.860
F 7.8674 -4.8051 -4.5199 0.816 0.260 0.640 -0.259
F 6.4960 -6.4614 -4.6179 0.503 -0.367 -0.274 -0.244
C 5.7162 -4.3953 -5.5088 2.056 0.148 0.611 0.176
C 4.9350 -4.4022 -6.6565 1.555 -1.592 1.028 -0.559
C 3.8997 -3.5349 -6.8073 -1.394 0.466 -1.451 -0.509
C 3.6380 -2.5776 -5.8332 0.144 0.277 0.892 0.673
C 4.4325 -2.5889 -4.6375 -1.110 0.403 -1.911 -0.599
C 5.5066 -3.4098 -4.5200 0.181 -1.246 -0.388 -0.613
C 2.6687 -1.5119 -5.9699 0.820 -1.432 0.259 -0.286
C 1.9593 -0.5578 -5.8705 -1.183 2.072 -0.669 -0.198
H 5.1749 -5.1595 -7.3870 -0.192 0.006 -0.300 0.408
H 3.3122 -3.6656 -7.7565 0.412 0.683 1.184 0.317
H 4.1993 -1.8916 -3.8752 -0.158 0.670 0.524 0.602
H 6.1395 -3.2792 -3.6568 0.162 -0.375 0.068 0.395
Cl -4.3580 1.0343 -8.1945 1.090 0.077 0.429 -0.272
C -2.7007 0.9847 -7.4678 -0.438 -0.699 -1.955 0.521
C -1.6376 0.4848 -8.2570 -1.198 0.778 1.613 -0.909
C -0.4173 0.3612 -7.6592 0.573 0.086 0.490 -0.116
C -0.1680 0.7730 -6.3487 -1.776 -0.366 -0.299 0.315
C 1.2130 0.7522 -5.8012 0.197 -2.056 1.403 -0.115
C -1.2663 1.2472 -5.6196 1.501 -0.096 0.531 0.215
C -2.5250 1.3488 -6.1687 -1.112 0.436 0.630 -0.876
H -1.7344 0.2218 -9.2689 -0.504 -0.366 -1.075 0.470
H 0.3723 -0.0967 -8.2155 0.547 -0.084 -0.354 0.384
H 1.1927 0.9489 -4.7117 0.057 0.542 -0.614 -0.498
H 1.7181 1.4958 -6.3662 1.077 0.722 -0.095 0.419
H -1.0875 1.5163 -4.5823 -0.174 0.089 -0.062 -0.173
H -3.3850 1.7158 -5.5751 0.704 -0.311 -0.399 0.410
```
Positions in Å, forces in eV/Å.

Computed properties:
* energy relative to the best compared isomer or geometry (same formula, charge and spin): 154.7 kJ/mol
* 2S+1: 1
* total energy: -4265.8717 hartree
* total charge: -2

---

Formula: C6H7N2OS
Source: the Open Molecules 2025 dataset
Level of theory: ωB97M-V/def2-TZVPD

Geometry as XYZ:
```
17
Properties=species:S:1:pos:R:3:forces:R:3:nbo_charge:R:1
C 0.0596 -1.8516 0.0399 0.735 0.576 0.118 -0.097
C 0.3590 -0.5090 0.0160 0.535 -0.495 0.141 0.192
C -2.1828 -1.2692 -0.1199 3.440 3.637 0.172 0.219
C -2.8024 1.2298 -0.0322 0.030 -0.351 0.063 -0.537
C -1.4343 1.3733 -0.0244 -0.470 0.310 -0.088 0.488
C 1.7515 0.0390 0.0366 0.192 0.060 -0.085 -0.643
N -0.6962 0.2775 -0.0594 -3.896 -3.519 -0.256 -0.339
N -1.2805 -2.1928 -0.0261 -0.487 -0.400 -0.136 -0.524
O -0.8074 2.5576 0.0012 0.312 0.036 0.033 -0.629
S -3.5245 -0.3494 0.0622 -0.140 0.278 0.021 0.629
H 0.7856 -2.6407 0.0523 0.014 -0.183 0.019 0.247
H -3.4988 2.0476 -0.0050 -0.169 0.089 -0.065 0.264
H 2.4209 -0.6383 0.5613 -0.010 0.007 0.012 0.248
H 2.1227 0.1678 -0.9796 -0.009 0.032 -0.036 0.252
H 1.7619 1.0107 0.5259 0.045 -0.041 0.036 0.248
H -1.5117 -3.1808 -0.1095 -0.096 0.107 0.000 0.471
H -1.4201 3.3043 -0.0343 -0.027 -0.143 0.052 0.511
```
Positions in Å, forces in eV/Å.

Computed properties:
* energy relative to the best compared isomer or geometry (same formula, charge and spin): 313.8 kJ/mol
* 2S+1: 1
* total energy: -815.3877 hartree
* total charge: +1

---

Formula: C3H4N2O
Source: the Open Molecules 2025 dataset
Level of theory: ωB97M-V/def2-TZVPD

Geometry as XYZ:
```
10
Properties=species:S:1:pos:R:3:forces:R:3:nbo_charge:R:1
O 2.2842 0.3723 0.5045 -0.572 0.210 -0.185 -0.592
C 1.1105 0.1874 0.2390 1.560 0.698 0.365 0.592
N 0.6439 -1.1333 -0.0730 0.097 0.552 0.181 -0.466
N -0.7774 -0.9672 -0.0630 0.004 0.036 -1.445 -0.426
C -1.1067 0.3599 0.0281 0.292 -0.156 -0.113 0.056
C 0.0167 1.1095 0.0327 0.029 0.198 0.659 -0.451
H 1.2291 -1.0710 -0.9835 -2.232 -1.378 0.580 0.405
H -1.4240 -1.7211 0.1403 0.785 0.070 -0.061 0.412
H -2.1432 0.6917 0.1129 0.343 -0.342 -0.108 0.226
H 0.1669 2.1716 0.0621 -0.306 0.112 0.126 0.243
```
Positions in Å, forces in eV/Å.

Computed properties:
* energy relative to the best compared isomer or geometry (same formula, charge and spin): 217.8 kJ/mol
* 2S+1: 1
* total energy: -301.4043 hartree

---

no.,strongest force on any atom (Eh/bohr)
1,0.0321
2,0.1188
3,0.1022
4,0.0522